# C17H20BClFeN6

A structure of composition C17H20BClFeN6 (ωB97M-V/def2-TZVPD, the Open Molecules 2025 dataset).

Last column: Mulliken spin population.
Atoms and positions in Å:
H: 1.00787 -3.03545 1.49498  0.00
N: 1.22205 -1.83042 -0.19079  0.03
B: 2.10967 -0.56258 -2.24210  0.00
N: 1.91994 -1.85948 -1.38658  0.00
C: 2.41791 -3.10088 -1.47569  0.00
Fe: 0.24544 0.59892 0.33623  3.66
H: 2.93129 -3.41976 -2.35623  0.00
C: 2.10181 -3.80226 -0.32850  0.00
H: 2.36086 -4.78800 -0.04580  0.00
C: 1.34677 -2.98363 0.48193  -0.02
H: 2.86290 -0.72333 -3.15714  0.00
C: -0.59682 2.34340 0.77165  0.12
H: -1.22969 2.57094 1.67346  0.00
H: -1.18232 2.39498 -0.16792  0.00
H: 0.14735 3.15810 0.68803  -0.01
N: 2.66125 0.56351 -1.29065  0.01
N: 0.75972 0.01367 -2.78657  0.00
N: 1.93287 0.89654 -0.13689  0.01
N: -0.10991 0.48919 -1.81293  -0.01
C: 3.79982 1.29767 -1.34192  0.05
C: 0.20255 0.18916 -4.01167  0.00
H: 4.43668 1.30783 -2.24619  0.00
H: 0.68922 -0.11447 -4.94550  0.00
C: 3.80962 2.11763 -0.19467  0.00
C: -1.04174 0.75861 -3.80560  0.00
C: 2.65568 1.84972 0.55289  0.07
C: -1.22833 0.92640 -2.44040  0.00
H: 4.55218 2.86348 0.03060  0.00
H: -1.77464 1.01745 -4.55021  0.00
H: 2.31689 2.25700 1.51552  0.01
H: -2.07720 1.36228 -1.92930  0.00
H: 1.05601 -1.01176 0.42817  -0.05
Cl: -1.05567 -2.22412 3.31415  0.00
C: -2.22217 -1.00288 3.07818  0.01
C: -3.06674 -0.64181 4.13884  -0.01
C: -4.00503 0.40703 3.96985  0.01
C: -4.12578 1.05303 2.71294  -0.01
C: -3.26440 0.67750 1.66801  0.01
C: -2.26324 -0.31559 1.83295  0.00
C: -1.36232 -0.60927 0.72654  0.13
H: -3.03644 -1.19111 5.08851  0.00
H: -4.69557 0.69295 4.79309  0.00
H: -4.87545 1.86575 2.54545  0.00
H: -3.30002 1.23809 0.71023  0.00
H: -1.36322 -1.65084 0.47238  -0.01
H: -1.66965 -0.04317 -0.18133  -0.02

Its spin multiplicity is 5. The calculation puts the energy relative to the best compared isomer or geometry (same formula, charge and spin) at 84.6 kcal per mole. As for the maximum force: 6.8 eV/Å. The orbital gap (alpha / beta) is 6.318 / 7.377 eV. The value obtained for the electronic energy is -2736.9893 Ha. The highest occupied orbital energy (alpha / beta) comes out at -6.11 / -7.18 eV. The value obtained for the LUMO energy (alpha / beta) is 0.2 / 0.2 eV.

# C17H20BIN3O7

A cluster of 3 separate species, C17H20BIN3O7 in total (ωB97M-V/def2-TZVPD, the Open Molecules 2025 dataset).

Last column: Mulliken charge in e.
Atoms and positions in Å:
O: 5.20660 1.05736 0.89086  -0.48
C: 4.81441 0.00188 0.34118  0.46
O: 5.30755 -1.27740 0.76980  -0.45
C: 3.72171 -0.05428 -0.83423  -0.48
C: 3.23195 1.42105 -1.30777  -0.58
N: 1.83761 1.58873 -0.73081  0.33
C: 0.76235 1.07459 -1.55270  0.32
C: -0.67838 1.16544 -1.01205  -0.47
I: -2.41481 0.40663 -2.10426  0.12
C: -0.93071 1.79857 0.38412  0.51
C: -2.40016 1.87268 1.00737  0.03
O: -3.05394 2.92415 1.08319  -0.42
O: -2.96080 0.62773 1.44514  -0.47
C: 0.25684 2.37075 1.19644  -0.78
C: 1.67304 2.22161 0.54672  0.54
O: 2.76051 2.75440 1.31924  -0.49
B: 2.82575 4.16496 0.88514  0.61
O: 2.84711 4.52843 -0.52476  -0.49
O: 2.84077 5.24645 1.84803  -0.43
H: 5.36225 -1.19261 1.75648  0.38
H: 2.81273 -0.60714 -0.38046  0.27
H: 4.11239 -0.65230 -1.73066  0.41
H: 3.21516 1.40609 -2.45918  0.47
H: 3.93983 2.25437 -0.99653  0.20
H: 0.92111 0.59548 -2.58555  0.25
H: -2.45078 -0.12090 1.04301  0.38
H: 0.15179 2.84791 2.23022  0.44
H: 3.81093 4.46685 -0.75708  0.32
H: 3.30547 4.89453 2.64515  0.32
N: -4.36075 -0.97382 3.34737  0.14
C: -5.14366 -1.84009 2.63111  -0.11
C: -5.92048 -2.54307 3.51940  -0.67
C: -5.59899 -2.08021 4.81909  -0.37
C: -4.63597 -1.11041 4.68188  -0.59
H: -3.68742 -0.33476 2.95272  0.29
H: -5.07957 -1.88233 1.55400  0.34
H: -6.64129 -3.30502 3.26201  0.37
H: -6.02544 -2.41850 5.75185  0.39
H: -4.12343 -0.50826 5.41682  0.35
N: -0.73418 -3.41512 -3.26408  0.00
C: -0.47193 -2.11532 -3.60672  0.79
C: 0.51912 -2.12039 -4.55962  -0.45
C: 0.86245 -3.47281 -4.80412  -0.47
C: 0.07119 -4.24891 -3.99302  -0.47
H: -1.41421 -3.71210 -2.58279  0.20
H: -1.00996 -1.29989 -3.14369  -0.75
H: 0.94809 -1.24690 -5.02967  0.43
H: 1.60544 -3.83829 -5.49737  0.40
H: 0.01274 -5.31983 -3.87120  0.39

Its spin multiplicity is 1. Its net charge is +1. As for the maximum force: 5.1 eV/Å. The orbital gap is 4.542 eV. The value obtained for the electronic energy is -1672.9896 Ha. The highest occupied orbital energy comes out at -9.90 eV. The value obtained for the LUMO energy is -5.4 eV.

# C17H20CdF6N2O

A structure of composition C17H20CdF6N2O (ωB97M-V/def2-TZVPD, the Open Molecules 2025 dataset).

Last column: Mulliken charge in e.
Atoms and positions in Å:
C: -1.48468 1.03404 2.98179  -0.99
C: -1.32172 -1.07362 2.94936  -0.95
H: -0.40919 1.33685 2.99501  0.27
H: -1.90969 0.75242 3.96053  0.36
H: -2.07341 1.80116 2.44048  0.37
H: -0.79059 -1.87053 2.32723  0.28
H: -0.67855 -0.69999 3.75753  0.43
H: -2.35076 -1.36570 3.26173  0.28
C: -0.47511 2.72117 -1.05818  -0.45
C: -0.09532 3.49412 -2.16309  -0.56
C: 0.14759 2.83950 -3.35953  -0.61
C: 0.03824 1.43131 -3.38093  -0.61
H: -0.58951 3.21363 -0.08921  0.31
H: 0.00168 4.59429 -2.05252  0.37
H: 0.42885 3.42668 -4.24156  0.40
H: 0.30957 0.90738 -4.28590  0.34
N: -0.69320 1.38293 -1.14798  0.45
C: -0.40334 0.68730 -2.27272  0.20
C: -0.52799 -0.82290 -2.28445  0.41
N: -0.84234 -1.48201 -1.14537  0.58
C: -0.90281 -2.83293 -1.09331  -0.47
C: -0.47691 -3.01226 -3.43532  -0.63
C: -0.76016 -3.64484 -2.22948  -0.55
H: -1.08125 -3.31602 -0.12717  0.37
H: -0.88364 -4.74163 -2.14290  0.37
C: -0.32063 -1.61397 -3.43844  -0.64
H: -0.04492 -1.13319 -4.35983  0.37
H: -0.38145 -3.62774 -4.34243  0.38
Cd: -1.35500 -0.03098 0.76025  1.39
C: -3.51462 -0.04788 0.11442  -1.34
H: -3.83506 -1.08284 -0.05713  0.34
H: -3.66602 0.53793 -0.79812  0.32
H: -4.06931 0.39221 0.95777  0.27
C: 1.88100 -0.02528 2.99798  -1.94
C: 2.01517 0.07717 1.49026  0.48
O: 0.92309 -0.05560 0.75719  -0.37
C: 2.73194 1.48753 1.09362  0.63
F: 3.82085 1.76092 1.86413  -0.29
F: 3.11678 1.56749 -0.20317  -0.26
F: 1.84527 2.52641 1.29346  -0.27
C: 3.06587 -1.04521 1.00207  0.53
F: 4.24201 -1.04160 1.71394  -0.29
F: 2.51012 -2.26989 1.16968  -0.27
F: 3.38105 -0.95015 -0.31281  -0.24
H: 1.16335 0.69541 3.38003  0.34
H: 2.82772 0.12340 3.50546  0.49
H: 1.48703 -1.00450 3.24762  0.40

Its spin multiplicity is 1. The calculation puts the energy relative to the best compared isomer or geometry (same formula, charge and spin) at 90.3 kcal per mole. As for the maximum force: 2.4 eV/Å. The orbital gap is 7.249 eV. The value obtained for the electronic energy is -1611.3463 Ha. The highest occupied orbital energy comes out at -7.47 eV. The value obtained for the LUMO energy is -0.2 eV.

# C17H20Cl3NO5V

A structure of composition C17H20Cl3NO5V (ωB97M-V/def2-TZVPD, the Open Molecules 2025 dataset).

Last column: Mulliken spin population.
Atoms and positions in Å:
C: -0.71687 1.07706 -3.20303  0.00
C: -0.86411 -0.33867 -3.48036  -0.02
C: 0.42258 -0.94626 -3.36784  -0.04
C: -2.11068 -1.05103 -3.75778  0.01
C: 1.37908 0.07697 -3.02660  -0.01
C: 0.68554 1.34157 -3.02776  0.01
C: 1.30681 2.67682 -2.83336  0.00
C: -1.79960 2.08763 -3.15354  0.00
C: 0.73774 -2.35798 -3.65340  0.00
C: 2.83111 -0.10428 -2.78653  0.00
V: -0.09051 0.05069 -1.33258  1.06
Cl: -2.18049 -3.11743 -1.96435  0.00
Cl: -2.19174 0.00526 -0.57177  0.03
Cl: 0.89252 -1.76037 -0.37566  0.02
H: -2.99255 -0.42874 -3.63217  0.00
H: -2.22190 -1.96698 -2.96273  0.00
H: -2.07862 -1.52444 -4.74175  0.00
H: -0.02288 -3.01713 -3.23188  0.00
H: 1.70757 -2.64473 -3.25461  0.00
H: 0.75507 -2.53757 -4.73125  0.00
H: 3.01476 -1.04012 -2.25022  0.00
H: 3.22394 0.71857 -2.18267  0.00
H: 3.40224 -0.13280 -3.72147  0.00
H: 2.19852 2.60131 -2.20439  0.00
H: 0.60552 3.37503 -2.36448  0.00
H: 1.61056 3.10439 -3.79635  0.00
H: -2.71887 1.65717 -2.75034  0.00
H: -2.02701 2.49456 -4.14499  0.00
H: -1.51367 2.92629 -2.51374  0.00
O: 0.57877 1.40074 -0.42058  -0.06
H: 0.46308 1.11099 0.65704  0.00
O: -1.57297 1.66020 2.49519  0.00
C: -0.65379 0.85165 2.63395  0.01
O: 0.26385 0.44547 1.82010  0.00
C: -0.49126 0.16846 3.98568  0.00
C: 0.42949 -0.89021 4.19879  0.00
C: 0.72988 -1.33766 5.48392  0.00
C: 0.09351 -0.74249 6.59410  0.00
C: -0.89135 0.24590 6.39706  0.00
C: -1.17307 0.67673 5.10717  0.00
N: 0.51983 -1.06684 7.91164  0.00
O: 1.42671 -1.91358 8.06911  0.00
O: -0.02904 -0.47286 8.86947  0.00
H: 0.93016 -1.35690 3.35343  0.00
H: 1.46239 -2.12457 5.65561  0.00
H: -1.39949 0.68222 7.24957  0.00
H: -1.93076 1.43797 4.95634  0.00

Its spin multiplicity is 2. Its net charge is -2. As for the maximum force: 3.9 eV/Å. The orbital gap (alpha / beta) is 4.348 / 4.341 eV. The value obtained for the electronic energy is -3415.4307 Ha. The highest occupied orbital energy (alpha / beta) comes out at -1.05 / -1.04 eV. The value obtained for the LUMO energy (alpha / beta) is 3.3 / 3.3 eV.

# C17H20Cl4F12O8

A cluster of 5 separate species, C17H20Cl4F12O8 in total (ωB97M-V/def2-TZVPD, the Open Molecules 2025 dataset).

Last column: Mulliken charge in e.
Atoms and positions in Å:
C: 11.45606 8.76968 13.00246  0.25
Cl: 11.63099 8.68252 14.78332  -0.06
Cl: 10.42445 7.38506 12.64647  -0.11
Cl: 10.77051 10.32004 12.47967  -0.01
Cl: 13.09088 8.47352 12.27431  -0.11
C: 13.90695 8.88512 6.56300  -1.03
C: 12.45902 9.29648 6.22455  -0.23
O: 11.95459 10.18779 7.22431  -0.26
C: 11.96608 11.49909 6.93058  0.32
O: 12.12478 12.01796 5.87091  -0.50
C: 11.59088 12.36650 8.20836  0.91
F: 10.58749 11.88633 8.89575  -0.22
F: 12.70336 12.45321 8.90634  -0.24
F: 11.21976 13.59636 7.76196  -0.26
H: 14.00747 8.25893 7.47093  0.27
H: 14.55284 9.72073 6.75772  0.31
H: 14.32613 8.21906 5.78078  0.34
H: 11.73513 8.45989 6.19399  0.27
H: 12.45571 9.88857 5.27965  0.32
C: 10.19457 5.26191 15.61946  -1.04
C: 9.27719 6.28572 16.23143  -0.07
O: 10.08461 6.93050 17.29951  -0.28
C: 9.64203 8.13478 17.65921  0.30
O: 8.66508 8.65500 17.28905  -0.49
C: 10.63484 8.78060 18.66299  0.92
F: 9.94910 9.55252 19.48537  -0.23
F: 11.33712 7.81725 19.27296  -0.24
F: 11.51496 9.53114 17.99064  -0.23
H: 11.02117 5.87818 15.37742  0.27
H: 9.72778 4.80118 14.71789  0.29
H: 10.50668 4.49922 16.38305  0.32
H: 8.40198 5.77657 16.72693  0.33
H: 8.91262 7.00675 15.48852  0.17
C: 10.52633 14.41050 17.14887  -0.65
C: 11.86847 13.86642 17.42284  -0.20
O: 12.55522 14.64476 18.46278  -0.33
C: 13.40449 15.58544 17.96199  0.30
O: 13.71722 15.73059 16.82441  -0.52
C: 13.81409 16.43375 19.19892  0.94
F: 12.72140 16.81577 19.87728  -0.24
F: 14.55320 15.66832 20.01002  -0.25
F: 14.46061 17.51351 18.80118  -0.23
H: 10.59586 15.30119 16.49353  0.29
H: 10.01902 14.76371 18.08887  0.34
H: 10.04060 13.67190 16.54716  -0.04
H: 12.43616 13.94334 16.47531  0.29
H: 11.89191 12.90188 17.89223  0.32
C: 8.11954 11.48096 15.73973  -0.88
C: 6.79225 10.90348 15.15657  -0.52
O: 6.93064 10.68189 13.71410  -0.27
C: 6.57105 11.60800 12.80215  0.35
O: 6.38094 12.78385 12.97210  -0.53
C: 6.50323 10.98137 11.39484  0.89
F: 5.77265 11.71928 10.54778  -0.24
F: 7.74092 10.97764 10.92387  -0.25
F: 6.06682 9.71208 11.39078  -0.24
H: 8.06191 11.28812 16.77453  0.46
H: 8.26358 12.60410 15.62082  0.28
H: 8.98720 10.89411 15.37031  0.25
H: 6.02152 11.65935 15.16698  0.35
H: 6.55210 9.93351 15.54573  0.33

Its spin multiplicity is 1. The calculation puts the energy relative to the best compared isomer or geometry (same formula, charge and spin) at 0.0 kcal per mole. The SMILES is CCOC(=O)C(F)(F)F.CCOC(=O)C(F)(F)F.CCOC(=O)C(F)(F)F.CCOC(=O)C(F)(F)F.ClC(Cl)(Cl)Cl. As for the maximum force: 3.0 eV/Å. The orbital gap is 11.129 eV. The value obtained for the electronic energy is -4300.8741 Ha. The highest occupied orbital energy comes out at -11.27 eV. The value obtained for the LUMO energy is -0.1 eV.